[1]
Entry from the Open Molecules 2025 dataset: a molecular structure, C30H40F21MgO15 in a non-equilibrium geometry (ωB97M-V/def2-TZVPD).

Each line ends with the Löwdin charge.
CARTESIAN COORDINATES (ANGSTROEM)
Mg  1.3316  1.6356  -2.5000  0.968
F  -6.2635  0.4566  0.6650  0.162
F  -1.6777  5.1791  -5.4819  0.225
F  2.2305  5.6442  -2.7641  0.176
F  -1.7240  -1.8605  3.7107  0.170
F  3.3444  -1.7182  -1.7654  0.175
F  0.7524  -5.5285  -1.5150  0.171
F  4.7695  1.0560  4.9007  0.180
F  -8.3628  0.2294  0.1804  0.164
F  0.9493  -3.4192  -1.0708  0.142
F  -2.9392  -2.6211  2.0781  0.199
F  4.4776  -1.8041  0.0942  0.201
F  0.4079  5.1334  -4.8820  0.166
F  -0.7642  -2.5536  1.9092  0.142
F  5.8561  2.0207  3.2946  0.194
F  -7.2858  1.9964  -0.4672  0.178
F  2.8451  6.5474  -0.8895  0.217
F  3.8882  4.8152  -1.6462  0.170
F  5.2711  -0.0469  3.0962  0.152
F  -1.1480  5.4915  -3.4091  0.191
F  -0.8229  -4.5244  -0.4440  0.179
F  2.3876  -1.2495  0.1190  0.188
O  1.0908  4.9731  0.1470  0.115
O  -7.4629  0.2871  -2.6069  0.175
O  -0.1334  2.8557  -3.3919  0.074
O  -2.3873  -5.0880  2.9616  0.187
O  -5.9956  -0.9852  -1.4884  0.041
O  -1.7526  2.6894  -4.9463  0.098
O  3.3763  2.7231  2.5424  0.154
O  1.4959  3.3474  -1.2976  0.073
O  2.7436  0.5916  2.8423  0.042
O  4.8438  0.7323  -0.1186  0.105
O  3.1333  1.0124  -1.4958  0.080
O  -0.7871  -4.2162  4.2825  0.027
O  1.9045  -4.0347  1.2369  0.020
O  0.2699  0.7612  -1.1960  -0.331
O  1.0069  -6.0742  1.1979  0.188
C  0.4974  -4.5903  -0.5947  -0.538
C  4.9038  1.1645  3.5727  -0.551
C  0.0541  4.2105  0.7980  -0.142
C  1.5346  0.8199  2.0651  -0.183
C  -1.5320  -5.5407  6.1747  -0.045
C  -0.6241  -5.4633  4.9575  -0.218
C  2.4725  -4.2405  2.5391  -0.171
C  1.7073  4.4411  -0.8365  -0.363
C  -2.8963  0.8751  -5.9181  -0.034
C  -0.8913  3.3163  -4.2332  -0.336
C  -1.6914  -4.1922  3.3222  -0.406
C  0.4135  1.3837  2.9169  -0.042
C  -6.8864  -0.0312  -1.6140  -0.412
C  -5.0948  -1.2119  -3.7772  -0.071
C  3.0422  -2.9056  2.9771  -0.042
C  5.2591  2.1132  -0.1505  -0.147
C  -1.2066  4.0187  -0.0459  -0.026
C  3.5726  1.5969  2.9304  -0.407
C  2.6950  5.4091  -1.5300  -0.532
C  -0.8585  4.8294  -4.5270  -0.548
C  6.1317  2.3822  -1.3716  -0.031
C  -1.9813  1.2758  -4.7783  -0.162
C  -1.5610  -0.2021  0.0685  -0.079
C  -0.6324  -0.2695  -1.1176  -0.425
C  1.1747  -4.9969  0.7220  -0.417
C  3.8354  0.3429  -0.7719  -0.378
C  -1.8134  -2.7665  2.7342  -0.549
C  -7.1827  0.6876  -0.2794  -0.542
C  3.5179  -1.1641  -0.5542  -0.535
C  -5.7575  -1.8772  -2.5881  -0.178
H  -1.0267  3.3177  -0.8578  0.055
H  -2.5706  -5.4558  5.8548  0.083
H  -0.2158  4.7166  1.7198  0.137
H  -1.0927  -0.0778  1.0451  0.039
H  3.9776  -2.7205  2.4444  0.072
H  7.1611  2.0482  -1.2642  0.088
H  0.4354  3.2330  1.0976  0.097
H  -1.3127  -0.2839  -2.0034  0.090
H  1.2710  -0.2063  1.8244  0.100
H  -2.1952  -1.0845  0.0844  0.067
H  0.6448  2.3968  3.2528  0.081
H  1.7546  1.3641  1.1491  0.108
H  -5.6945  -0.4146  -4.2059  0.077
H  -0.5204  1.3196  2.3630  0.069
H  3.2447  -5.0017  2.4486  0.137
H  0.3078  0.8038  3.8353  0.094
H  -6.7003  -2.3217  -2.9175  0.135
H  -3.4001  -0.0805  -5.8033  0.071
H  -4.0980  -0.8632  -3.4902  0.064
H  2.3515  -2.1097  2.6942  0.061
H  -1.9711  3.6253  0.6183  0.092
H  -0.2167  -1.2885  -1.1860  0.091
H  -0.7990  -6.2877  4.2610  0.127
H  -4.9385  -1.9530  -4.5642  0.088
H  0.4096  -5.6516  5.2570  0.124
H  5.7002  1.9340  -2.2661  0.084
H  -2.2689  0.7742  -6.8033  0.089
H  4.4285  2.8115  -0.1723  0.108
H  1.6887  -4.5661  3.2221  0.111
H  -3.6536  1.6489  -6.0309  0.097
H  6.1690  3.4617  -1.5238  0.082
H  -2.2659  0.6336  -0.0293  0.076
H  5.8335  2.2572  0.7566  0.125
H  -1.3548  -6.4537  6.7317  0.085
H  -1.3225  -4.6564  6.7801  0.085
H  -5.1493  -2.6698  -2.1607  0.129
H  -2.4081  1.0344  -3.8058  0.124
H  -1.0218  0.7656  -4.8883  0.131
H  -1.4837  4.9788  -0.4843  0.088
H  3.2314  -2.8473  4.0447  0.090

As for the HOMO energy: -0.4166 Eh. The value obtained for the HOMO-LUMO gap is 0.2765 Ha. Its total charge is +1. For the LUMO energy, the calculation gives -3.81 eV. As for the electronic energy: -124982.0131 eV.

[2]
Entry from the Open Molecules 2025 dataset: a gas-phase ion, C5H13N2 (charge +1) in a non-equilibrium geometry (ωB97M-V/def2-TZVPD).

Each line ends with the Löwdin charge.
CARTESIAN COORDINATES (ANGSTROEM)
N  -1.3389  -0.3949  -0.0162  -0.206
N  0.8630  -0.1891  -0.0110  -0.128
C  -0.8694  -1.0533  0.9721  -0.078
C  0.9451  1.3499  0.1821  0.048
C  -2.5568  0.3440  0.0311  -0.034
C  -0.1888  -0.3738  -0.9582  -0.143
C  2.1902  -0.7746  -0.0462  -0.012
H  1.3766  1.5464  1.0989  0.080
H  -0.2322  0.4040  -1.6898  0.137
H  2.4324  -1.0829  0.9919  0.127
H  -2.5661  1.0412  -0.9637  0.150
H  2.1924  -1.6784  -0.6907  0.112
H  -0.1606  -1.8759  0.8980  0.101
H  -1.4691  -1.0135  1.9292  0.116
H  -0.1718  -1.2622  -1.6699  0.177
H  0.0382  1.7312  -0.0541  0.050
H  1.7086  1.8667  -0.4912  0.143
H  -2.5742  0.9880  1.0156  0.137
H  -3.5072  -0.1925  -0.0286  0.095
H  2.9137  -0.1012  -0.5793  0.127

As for the HOMO energy (spin up / spin down): -0.3868 / -0.5499 Eh. The value obtained for the HOMO-LUMO gap (spin up / spin down) is 0.2870 / 0.2837 Ha. Its total charge is +1. For the LUMO energy (spin up / spin down), the calculation gives -2.72 / -7.24 eV. As for the electronic energy: -8363.1382 eV. The spin multiplicity is 3.

For the records above, the corresponding energy relative to the best compared isomer or geometry (same formula, charge and spin) values read 126.3, 157.8 kJ/mol.